No. 1
{"formula": "C2H13NO5", "method": "ωB97M-V/def2-TZVPD", "species": ["O", "O", "O", "O", "O", "N", "C", "C", "H", "H", "H", "H", "H", "H", "H", "H", "H", "H", "H", "H", "H"], "coordinates": [[-1.250, 1.238, 0.913], [-1.126, 2.259, -4.186], [1.964, 0.011, 0.437], [1.928, -3.145, -0.575], [0.393, 5.027, 3.447], [-0.104, -2.377, -0.011], [1.032, -2.362, -0.798], [-0.576, -3.700, 0.429], [2.098, -0.280, 1.351], [-0.060, 5.878, 3.522], [-0.968, 0.751, 0.134], [-1.936, 1.878, -4.534], [-0.336, 4.439, 3.215], [-0.457, 1.715, 1.198], [-1.619, -3.601, 0.723], [-0.735, -1.614, -0.163], [-0.002, -3.978, 1.311], [-0.530, -4.398, -0.383], [2.070, 0.965, 0.417], [1.047, -1.633, -1.620], [-0.834, 2.928, -4.827]], "forces_ev_per_angstrom": [[0.170, 0.223, 0.166], [0.250, 0.262, -0.107], [-0.164, -0.113, 0.057], [0.099, -0.058, -0.691], [-0.477, 0.140, -0.082], [0.483, -0.133, -1.033], [-0.213, -0.433, 1.125], [-0.286, 1.504, 0.873], [-0.018, 0.196, -0.277], [0.288, -0.025, 0.043], [0.113, 0.054, -0.036], [0.009, 0.096, -0.121], [0.167, -0.128, 0.034], [-0.265, -0.247, -0.123], [-0.013, 0.015, 0.067], [-0.499, -0.203, -0.075], [-0.015, -0.504, -0.235], [0.329, -0.566, -0.223], [0.189, 0.070, 0.191], [0.108, 0.220, 0.206], [-0.257, -0.369, 0.241]], "e_above_lowest_kcal_mol": 41.1, "gap_ev": 9.7262, "smiles": "CNC=O.O.O.O.O"}

No. 2
{"formula": "C7H19O3OsPS4SiTe", "method": "ωB97M-V/def2-TZVPD", "species": ["Os", "Te", "S", "S", "S", "S", "P", "Si", "O", "O", "O", "C", "C", "C", "C", "C", "C", "C", "H", "H", "H", "H", "H", "H", "H", "H", "H", "H", "H", "H", "H", "H", "H", "H", "H", "H", "H"], "coordinates": [[-0.616, 0.177, 0.771], [2.805, -0.033, 2.442], [-1.451, 2.234, 1.280], [-0.078, -0.623, 3.198], [-0.338, 2.618, 2.981], [-0.697, 1.008, 4.238], [1.962, -0.225, 0.224], [-2.711, -0.903, 0.650], [0.861, -1.193, -0.136], [1.353, 1.183, -0.364], [3.298, -0.441, -0.609], [1.373, 3.492, -1.029], [-2.754, -2.699, 1.268], [-3.127, -0.886, -1.213], [3.568, -2.208, -2.247], [-4.064, 0.051, 1.585], [3.276, -0.740, -2.022], [2.122, 2.402, -0.293], [-4.201, -1.034, -1.353], [2.272, 2.671, 0.755], [2.827, -2.819, -1.731], [4.554, -2.464, -1.861], [-4.995, -0.521, 1.617], [1.194, 3.197, -2.064], [3.098, 2.219, -0.747], [4.043, -0.112, -2.476], [-2.601, -1.683, -1.743], [-4.262, 1.005, 1.093], [-3.769, -3.091, 1.163], [-3.756, 0.266, 2.610], [-2.858, 0.065, -1.675], [1.969, 4.404, -1.020], [3.532, -2.428, -3.314], [0.416, 3.685, -0.549], [-2.080, -3.341, 0.698], [-2.472, -2.761, 2.320], [2.308, -0.470, -2.450]], "forces_ev_per_angstrom": [[0.077, 0.940, 0.885], [-0.242, 0.003, -0.050], [-0.438, -0.667, -0.217], [-0.022, -0.028, -0.544], [0.293, -0.171, 0.293], [-0.123, 0.477, -0.050], [1.559, 0.375, -0.646], [-1.337, -0.460, -0.186], [-0.456, -0.059, 0.054], [0.279, -0.671, 0.262], [-0.230, -0.096, 0.188], [-0.005, -0.231, 0.003], [0.280, 0.352, -0.118], [0.163, 0.009, 0.289], [-0.035, 0.126, 0.173], [0.328, -0.128, -0.152], [-0.063, -0.195, -0.335], [0.047, 0.500, 0.102], [-0.017, -0.026, 0.045], [-0.036, -0.110, 0.002], [-0.024, -0.013, -0.065], [0.009, -0.010, -0.037], [0.039, -0.069, -0.040], [0.006, 0.048, -0.009], [-0.020, -0.082, 0.014], [-0.031, 0.036, 0.057], [0.027, 0.016, 0.013], [0.019, 0.009, 0.022], [-0.025, 0.042, -0.029], [0.002, -0.006, -0.002], [-0.032, 0.000, -0.002], [-0.009, 0.016, -0.003], [0.020, -0.034, 0.003], [-0.005, 0.024, -0.007], [0.011, 0.014, 0.007], [-0.014, 0.016, 0.004], [0.005, 0.053, 0.076]], "gap_ev": [7.2046, 6.2514], "multiplicity": 5, "s_squared": 6.025}

No. 3
{"formula": "C25H48I2N2O10S", "method": "ωB97M-V/def2-TZVPD", "species": ["I", "I", "S", "O", "O", "O", "O", "O", "O", "O", "O", "O", "O", "N", "N", "C", "C", "C", "C", "C", "C", "C", "C", "C", "C", "C", "C", "C", "C", "C", "C", "C", "C", "C", "C", "C", "C", "C", "C", "C", "H", "H", "H", "H", "H", "H", "H", "H", "H", "H", "H", "H", "H", "H", "H", "H", "H", "H", "H", "H", "H", "H", "H", "H", "H", "H", "H", "H", "H", "H", "H", "H", "H", "H", "H", "H", "H", "H", "H", "H", "H", "H", "H", "H", "H", "H", "H", "H"], "coordinates": [[-0.672, -1.568, -2.440], [2.856, 1.385, -4.620], [2.529, 0.497, -0.611], [-1.994, -0.414, 1.803], [-2.305, 2.289, 0.397], [3.020, 1.893, -1.256], [2.648, 0.334, 0.805], [3.380, 4.821, -0.252], [4.944, 2.829, 1.035], [3.122, -0.638, -1.239], [2.811, 3.508, 1.503], [0.914, 0.758, -0.824], [-1.251, 2.623, -1.558], [-2.293, -5.137, -5.584], [1.261, 3.774, 6.342], [1.447, 3.568, -0.623], [1.340, -1.465, -4.795], [0.896, 3.700, 4.935], [-2.788, -7.604, -6.052], [-0.483, 2.013, -2.574], [0.860, -0.623, -3.610], [-3.257, -4.723, -4.574], [-2.555, 0.813, 2.301], [-3.567, -5.705, -3.440], [-3.282, 1.537, 1.128], [3.976, 1.843, 2.931], [2.195, 2.759, 6.801], [-0.042, 2.571, 4.500], [1.647, 1.358, 7.092], [1.341, 0.573, -3.321], [0.545, 4.431, 8.631], [3.978, 2.770, 1.698], [0.888, 1.428, -2.088], [-2.762, -6.145, -6.521], [1.859, 2.617, -1.797], [2.670, 4.027, 0.223], [0.134, 4.046, 7.216], [-0.952, -5.331, -5.059], [0.113, -5.459, -6.139], [-2.051, 1.699, -0.860], [-0.218, 2.820, -3.287], [2.046, 3.290, -2.644], [2.382, 0.792, 7.670], [0.081, -4.609, -6.825], [2.676, 3.128, 7.712], [1.462, 0.795, 6.178], [4.223, 2.388, 3.857], [0.001, -6.377, -6.718], [2.956, 1.440, 3.068], [1.523, -0.857, -5.693], [-3.864, 0.838, 0.497], [-3.232, 0.611, 3.151], [-1.580, 0.708, -0.720], [0.618, 3.195, 0.001], [-1.057, 1.279, -3.172], [0.726, 1.383, 7.677], [-0.919, 2.489, 5.144], [-4.189, -6.532, -3.779], [0.467, 1.608, 4.477], [-0.335, 4.737, 9.200], [-4.125, -5.191, -2.653], [-2.315, -0.574, 0.908], [-3.631, -7.804, -5.391], [-2.900, -8.263, -6.916], [-1.699, 1.442, 2.600], [-0.687, -4.461, -4.449], [-0.430, 4.887, 6.802], [-0.563, 3.196, 7.267], [-0.894, -6.208, -4.397], [1.104, -5.483, -5.680], [1.069, 4.503, -1.079], [2.251, -2.033, -4.526], [4.663, 1.019, 2.710], [1.246, 5.267, 8.622], [1.805, 3.653, 4.329], [0.580, -2.220, -5.073], [-2.139, -6.092, -7.418], [-1.869, -7.895, -5.540], [0.427, 4.651, 4.660], [-4.194, -4.446, -5.066], [-3.985, 2.276, 1.564], [-2.663, -6.111, -2.984], [-2.999, 1.552, -1.427], [1.004, 3.596, 9.164], [-3.761, -5.869, -6.871], [-2.895, -3.794, -4.121], [3.014, 2.675, 6.080], [-0.398, 2.765, 3.486]], "forces_ev_per_angstrom": [[0.625, 0.122, -0.452], [-0.519, -0.233, 0.481], [0.232, -1.778, 2.552], [0.007, -0.007, 0.314], [-0.477, -0.599, -0.866], [-0.135, -1.034, -0.245], [-0.192, 1.836, -0.117], [1.801, 1.564, -0.305], [0.900, 0.542, -1.707], [-0.619, 0.940, -1.768], [-0.090, -0.647, -0.565], [1.385, -0.681, -1.388], [0.261, -0.607, -0.055], [-0.257, 0.289, 0.024], [0.132, 0.126, -0.293], [-1.071, 0.298, 0.435], [-0.683, -0.600, 0.200], [-0.085, 0.157, -0.143], [-0.134, -0.113, -0.058], [-0.067, 0.235, 0.213], [0.079, -0.754, -0.878], [0.026, 0.134, 0.140], [-0.164, -0.221, -1.427], [-0.161, -0.013, 0.066], [0.302, 0.779, 1.689], [-1.595, 0.402, -0.233], [0.119, -0.016, 0.329], [0.039, -0.076, -0.148], [0.111, -0.156, -0.049], [0.387, 0.547, 0.813], [0.017, -0.063, 0.046], [-0.002, -0.998, 2.574], [-0.547, 1.908, -1.920], [0.179, -0.127, -0.270], [-0.550, 0.187, 1.857], [-1.888, -1.066, -0.619], [0.028, -0.033, 0.178], [0.100, -0.090, -0.090], [-0.011, -0.066, -0.033], [-0.502, 0.134, 0.259], [-0.015, -0.386, 0.343], [0.787, -0.957, 0.056], [-0.012, 0.029, -0.002], [-0.068, -0.035, -0.006], [-0.096, 0.051, 0.005], [-0.106, 0.006, 0.033], [0.204, -0.114, -0.504], [0.015, 0.041, -0.025], [0.528, 0.100, -0.023], [0.039, -0.118, 0.477], [0.315, 0.221, 0.191], [0.263, 0.060, -0.365], [0.207, 0.482, -0.210], [0.553, -0.199, -0.256], [0.196, 0.160, 0.543], [0.003, 0.039, -0.022], [0.025, 0.000, 0.017], [0.072, -0.040, 0.023], [-0.063, -0.027, 0.045], [0.007, -0.031, -0.024], [0.021, 0.008, -0.016], [-0.004, -0.010, 0.261], [0.083, -0.018, 0.074], [0.017, 0.028, 0.007], [-0.615, -0.175, 0.099], [-0.244, 0.005, 0.088], [0.062, -0.081, -0.201], [-0.089, 0.013, 0.052], [0.108, -0.003, 0.058], [-0.036, -0.022, 0.014], [0.160, -0.415, 0.271], [-0.297, 0.447, -0.069], [-0.106, 0.414, 0.219], [0.023, -0.053, -0.043], [0.064, -0.051, 0.140], [0.296, 0.388, 0.220], [0.075, 0.035, 0.079], [-0.006, 0.041, 0.003], [-0.013, 0.016, 0.152], [0.067, -0.105, -0.133], [0.233, -0.358, -0.346], [-0.002, 0.002, -0.037], [0.262, 0.078, 0.250], [0.013, 0.039, 0.004], [0.015, 0.125, 0.183], [0.168, -0.025, -0.072], [-0.153, 0.101, -0.125], [0.064, 0.076, 0.028]], "gap_ev": 7.3432}